Record 1
A structure of composition C44H59N5O24P2 in a non-equilibrium geometry, computed with ωB97M-V/def2-TZVPD.

Geometry as ORCA input:
```
! wB97M-V def2-TZVPD RIJCOSX def2/J DEFGRID3
* xyz 0 1
C -2.881 2.245 1.191
C -2.149 3.571 0.826
O -1.378 3.319 -0.352
C -2.008 3.025 -1.572
O -3.219 3.142 -1.772
O -1.074 2.485 -2.348
C -1.382 2.381 -3.685
H -3.552 2.368 2.041
H -2.124 1.491 1.408
H -3.545 2.054 0.348
H -1.378 3.832 1.550
H -2.868 4.389 0.787
H -0.576 2.837 -4.260
H -2.280 2.806 -4.134
H -1.282 1.394 -4.137
C 0.274 3.664 -2.449
C 1.670 4.154 -1.920
O 2.615 4.425 -2.962
C 3.374 3.385 -3.413
O 3.254 2.249 -2.927
O 4.246 3.813 -4.321
C 5.045 2.930 -5.007
H 0.432 3.074 -3.352
H -0.489 4.381 -2.754
H -0.180 2.951 -1.760
H 2.094 3.556 -1.114
H 1.521 5.105 -1.409
H 4.804 2.782 -6.059
H 4.912 1.908 -4.652
H 6.113 2.996 -4.801
C -1.832 0.766 3.063
C -3.282 0.776 3.455
C -3.859 1.993 3.693
C -3.241 3.176 3.427
C -1.901 3.148 3.117
C -1.153 1.943 2.991
N -3.902 4.494 3.667
O -5.126 4.446 3.821
O -3.228 5.527 3.606
H -1.393 -0.180 2.782
H -3.832 -0.150 3.538
H -4.923 1.994 3.878
H -1.518 4.081 2.732
H -0.147 1.905 2.600
C 1.294 1.148 -6.849
C 0.536 -0.027 -6.500
C 0.301 -0.364 -5.244
C 0.876 0.383 -4.234
C 1.635 1.566 -4.528
C 1.739 2.008 -5.883
N 0.750 -0.059 -2.834
O 0.745 0.721 -1.977
O 0.788 -1.293 -2.549
H 1.255 1.384 -7.902
H 0.161 -0.581 -7.348
H -0.179 -1.290 -4.962
H 2.042 2.131 -3.703
H 2.101 2.954 -6.256
C -0.125 1.342 -0.894
C -1.017 0.608 -1.574
C -1.599 -0.518 -0.975
C -1.216 -0.835 0.375
C -0.376 -0.003 1.067
C 0.182 1.094 0.453
N -1.505 -2.172 0.961
O -1.424 -3.286 0.294
O -1.634 -2.179 2.199
H 0.456 2.101 -1.396
H -1.355 0.869 -2.566
H -2.231 -1.089 -1.639
H -0.069 -0.252 2.073
H 0.871 1.748 0.967
C -4.254 -3.864 -1.513
C -5.476 -4.022 -0.786
C -5.721 -3.305 0.346
C -4.941 -2.262 0.687
C -3.731 -2.008 -0.046
C -3.397 -2.885 -1.115
N -5.328 -1.297 1.756
O -4.440 -0.600 2.271
O -6.530 -1.282 2.118
H -3.928 -4.545 -2.285
H -6.082 -4.897 -0.970
H -6.622 -3.494 0.910
H -3.007 -1.286 0.302
H -2.470 -2.748 -1.652
C 1.734 -2.516 2.445
C 2.922 -3.001 2.973
C 3.609 -2.109 3.864
C 3.021 -0.867 4.257
C 1.819 -0.496 3.707
C 1.236 -1.254 2.710
N 3.621 -0.074 5.317
O 2.880 0.658 5.931
O 4.808 -0.217 5.514
H 1.211 -3.171 1.764
H 3.400 -3.871 2.548
H 4.611 -2.343 4.192
H 1.452 0.497 3.922
H 0.363 -0.909 2.176
C 2.543 1.558 -1.517
O 3.403 0.551 -0.937
P 3.417 0.393 0.671
O 2.119 -0.075 1.225
O 4.544 -0.689 0.928
C 4.817 -1.181 2.210
O 3.932 1.809 1.176
C 5.303 2.101 1.465
H 1.717 1.822 -0.857
H 2.037 1.265 -2.437
H 3.160 2.408 -1.805
H 5.591 -0.673 2.785
H 5.207 -2.176 1.993
H 3.993 -1.318 2.910
H 5.721 2.960 0.940
H 6.102 1.359 1.481
H 5.306 2.452 2.497
C -0.405 -6.897 3.592
O -0.214 -6.581 2.270
P -0.682 -5.218 1.635
O -0.423 -4.116 2.602
O 0.263 -5.168 0.273
C 1.181 -4.124 0.091
O -2.152 -5.533 0.986
C -2.846 -4.497 0.255
H 0.083 -6.146 4.213
H -0.061 -7.898 3.851
H -1.462 -7.049 3.814
H 0.933 -3.276 0.729
H 1.337 -3.714 -0.906
H 2.153 -4.445 0.467
H -2.972 -3.599 0.860
H -3.768 -4.869 -0.192
H -2.287 -4.011 -0.546
*
```

Properties
Frontier orbital gap ... 6.17 eV
HOMO ... -0.2796 Ha
Lowest unoccupied orbital energy ... -0.05289 hartree

Record 2
A cluster of 11 separate species, C44H60F30O22 in total in a non-equilibrium geometry, computed with ωB97M-V/def2-TZVPD.

Geometry as ORCA input:
```
! wB97M-V def2-TZVPD RIJCOSX def2/J DEFGRID3
* xyz 1 2
C -2.075 2.367 -0.936
O -1.141 1.359 -1.239
C -0.138 0.991 -0.229
C 0.098 -0.474 -0.284
O 1.058 -0.841 0.682
C 1.584 -2.128 0.585
H -2.558 2.226 0.031
H -2.858 2.210 -1.678
H -1.656 3.355 -1.126
H -0.423 1.371 0.752
H 0.781 1.472 -0.565
H 0.497 -0.732 -1.265
H -0.780 -1.095 -0.109
H 1.812 -2.491 -0.417
H 0.885 -2.814 1.063
H 2.507 -2.171 1.164
C -4.711 2.246 3.018
C -5.074 1.466 4.237
O -6.039 2.034 5.120
C -5.759 2.930 6.097
O -4.620 3.377 6.202
C -6.917 3.279 7.060
F -7.308 4.549 6.901
F -7.974 2.502 6.853
F -6.585 3.169 8.365
H -4.132 3.152 3.197
H -5.556 2.589 2.421
H -4.104 1.641 2.344
H -4.206 1.074 4.767
H -5.581 0.661 3.705
C -2.692 -0.935 2.950
C -2.333 -2.358 2.528
O -3.114 -2.747 1.438
C -2.645 -3.632 0.484
O -1.592 -4.187 0.617
C -3.612 -3.982 -0.755
F -4.865 -3.699 -0.600
F -3.228 -3.249 -1.787
F -3.515 -5.272 -1.060
H -3.764 -0.843 3.124
H -2.419 -0.248 2.149
H -2.235 -0.632 3.892
H -2.621 -2.960 3.390
H -1.250 -2.481 2.508
C -0.773 -1.983 6.239
C 0.411 -1.159 5.723
O 1.413 -2.033 5.136
C 2.341 -2.709 5.856
O 2.400 -2.953 7.084
C 3.461 -3.223 4.895
F 3.415 -2.527 3.758
F 4.677 -3.153 5.473
F 3.191 -4.428 4.641
H -1.328 -1.235 6.806
H -0.473 -2.813 6.879
H -1.560 -2.314 5.562
H 0.753 -0.600 6.594
H 0.076 -0.421 4.994
C 4.307 0.371 -6.644
C 3.836 -0.652 -5.592
O 3.811 -0.023 -4.268
C 4.936 0.187 -3.493
O 6.094 0.039 -3.899
C 4.623 0.721 -2.081
F 3.349 0.617 -1.687
F 5.393 0.014 -1.258
F 5.072 1.970 -1.906
H 3.707 1.281 -6.616
H 4.226 0.049 -7.682
H 5.339 0.705 -6.536
H 4.480 -1.531 -5.612
H 2.856 -1.027 -5.888
C 2.199 1.685 4.503
C 1.571 1.815 3.115
O 0.788 3.010 3.031
C -0.565 3.044 3.207
O -1.124 1.923 3.392
C -1.254 4.397 3.092
F -2.092 4.616 4.138
F -0.277 5.366 3.176
F -2.037 4.500 2.012
H 1.469 1.944 5.270
H 3.059 2.341 4.635
H 2.348 0.628 4.721
H 0.940 0.946 2.925
H 2.288 1.747 2.298
C 3.187 5.734 -5.528
C 3.353 4.290 -6.065
O 2.181 3.568 -5.735
C 2.045 2.985 -4.516
O 2.934 2.918 -3.673
C 0.623 2.389 -4.206
F -0.124 3.257 -3.458
F -0.091 2.280 -5.368
F 0.743 1.249 -3.554
H 2.970 5.814 -4.463
H 2.492 6.311 -6.136
H 4.072 6.355 -5.668
H 4.211 3.792 -5.615
H 3.471 4.161 -7.141
C 4.732 -3.951 -1.117
C 4.000 -4.666 -2.153
O 2.620 -4.363 -2.271
C 2.120 -3.431 -3.067
O 2.782 -2.879 -3.932
C 0.594 -3.355 -2.986
F 0.138 -3.672 -1.791
F 0.347 -2.064 -3.330
F 0.005 -4.118 -3.977
H 4.749 -2.871 -1.263
H 5.771 -4.265 -1.023
H 4.388 -4.233 -0.122
H 4.123 -5.738 -1.998
H 4.496 -4.553 -3.117
C -4.620 -1.224 -8.690
C -4.593 -0.017 -7.763
O -4.087 -0.433 -6.463
C -3.870 0.555 -5.476
O -3.876 1.764 -5.663
C -3.653 -0.012 -4.078
F -4.496 0.571 -3.261
F -3.893 -1.356 -3.998
F -2.345 0.297 -3.840
H -4.570 -0.982 -9.752
H -5.444 -1.901 -8.464
H -3.695 -1.797 -8.626
H -5.604 0.373 -7.640
H -4.018 0.763 -8.262
C -2.179 7.137 -1.225
C -0.807 6.896 -1.787
O -0.243 5.821 -1.160
C 1.043 5.451 -1.343
O 1.715 5.878 -2.300
C 1.514 4.488 -0.314
F 2.133 5.268 0.605
F 0.482 3.877 0.264
F 2.518 3.648 -0.758
H -2.875 6.348 -1.512
H -2.484 8.019 -1.788
H -2.186 7.354 -0.157
H -0.252 7.803 -1.547
H -0.769 6.741 -2.865
C -0.183 -5.058 3.726
C 0.542 -5.897 4.777
O 1.581 -6.578 4.072
C 2.386 -7.456 4.718
O 2.173 -7.824 5.916
C 3.626 -7.992 3.913
F 4.667 -7.856 4.663
F 3.533 -9.296 3.669
F 3.807 -7.196 2.843
H -1.083 -4.617 4.154
H -0.586 -5.659 2.911
H 0.402 -4.228 3.331
H -0.159 -6.527 5.323
H 1.026 -5.272 5.528
*
```

Properties
Frontier orbital gap (alpha / beta) ... 10.46 / 3.74 eV
⟨S²⟩ ... 0.754
HOMO (alpha / beta) ... -0.4690 / -0.4690 Ha
Lowest unoccupied orbital energy (alpha / beta) ... -0.08444 / -0.33149 hartree

Record 3
A structure of composition C44H61IrN2O6P2S2Si4 in a non-equilibrium geometry, computed with ωB97M-V/def2-TZVPD.

Geometry as ORCA input:
```
! wB97M-V def2-TZVPD RIJCOSX def2/J DEFGRID3
* xyz -1 2
Ir -0.114 -0.580 -0.818
C -3.313 -2.635 -1.958
Si -3.107 -2.338 -0.115
C -4.804 -1.822 0.538
C -2.756 -3.951 0.790
N -1.915 -1.100 0.107
P -1.494 -0.131 1.362
C -0.622 1.094 0.567
P -1.468 1.844 -0.742
N -1.002 0.890 -1.966
Si -0.858 1.222 -3.670
C -2.318 2.276 -4.270
C -0.967 -0.377 -4.629
C 0.662 2.249 -4.055
C -0.937 3.579 -0.918
C 0.248 3.948 -0.287
C 0.767 5.225 -0.452
C 0.103 6.146 -1.248
C -1.090 5.792 -1.868
C -1.608 4.517 -1.702
C -3.290 2.002 -0.775
C -4.019 0.995 -1.400
C -5.404 1.056 -1.458
C -6.076 2.127 -0.886
C -5.358 3.139 -0.260
C -3.974 3.078 -0.210
C -2.873 0.322 2.472
C -3.248 1.651 2.603
C -4.259 2.019 3.483
C -4.896 1.052 4.245
C -4.502 -0.278 4.146
C -3.488 -0.637 3.274
C -0.424 -0.902 2.615
C -0.119 -2.255 2.655
C 0.712 -2.752 3.654
C 1.235 -1.903 4.617
C 0.922 -0.548 4.587
C 0.093 -0.054 3.596
H -3.499 -3.694 -2.161
H -2.435 -2.335 -2.531
H -4.179 -2.071 -2.320
H -5.543 -2.403 -0.025
H -5.020 -0.763 0.380
H -4.954 -2.041 1.595
H -3.572 -4.650 0.574
H -2.754 -3.785 1.873
H -1.819 -4.420 0.500
H -3.281 2.037 -3.813
H -2.408 2.082 -5.344
H -2.131 3.346 -4.157
H -1.819 -0.965 -4.273
H -0.071 -0.988 -4.541
H -1.143 -0.137 -5.682
H 0.699 3.103 -3.370
H 0.590 2.646 -5.073
H 1.588 1.685 -3.963
H 0.748 3.220 0.337
H 1.695 5.494 0.039
H 0.508 7.142 -1.381
H -1.619 6.510 -2.482
H -2.542 4.256 -2.182
H -3.483 0.165 -1.846
H -5.956 0.263 -1.948
H -7.157 2.175 -0.930
H -5.877 3.979 0.184
H -3.423 3.881 0.266
H -2.724 2.408 2.037
H -4.541 3.060 3.572
H -5.688 1.333 4.929
H -4.982 -1.035 4.755
H -3.166 -1.672 3.223
H -0.491 -2.914 1.887
H 0.959 -3.807 3.664
H 1.891 -2.291 5.386
H 1.334 0.125 5.330
H -0.145 1.002 3.568
O 1.908 -0.689 -3.782
S 2.677 -0.847 -2.574
O 3.980 -0.226 -2.570
O 1.934 -0.529 -1.334
C 3.010 -2.624 -2.417
C 4.299 -3.018 -2.740
C 4.680 -4.353 -2.695
C 3.757 -5.319 -2.335
C 2.462 -4.940 -2.009
C 2.079 -3.607 -2.036
S 0.407 -3.285 -1.460
O 0.537 -2.698 -0.118
O -0.279 -4.545 -1.505
O -0.155 -2.225 -2.317
H 5.010 -2.251 -3.016
H 5.698 -4.627 -2.943
H 4.034 -6.365 -2.300
H 1.729 -5.680 -1.720
C 3.599 -3.169 1.245
Si 4.377 -1.500 1.633
C 5.129 -1.581 3.365
C 5.783 -1.212 0.412
C 3.112 -0.150 1.580
Si 3.377 1.671 1.367
C 2.209 2.636 2.490
C 3.175 2.220 -0.406
C 5.132 2.136 1.897
H 3.709 -3.414 0.185
H 2.531 -3.181 1.477
H 4.091 -3.961 1.820
H 5.891 -2.364 3.420
H 4.359 -1.800 4.110
H 5.598 -0.631 3.632
H 6.311 -2.157 0.248
H 6.511 -0.489 0.787
H 5.404 -0.863 -0.554
H 2.076 -0.490 1.602
H 1.173 2.365 2.273
H 2.328 3.715 2.342
H 2.420 2.416 3.541
H 2.214 1.928 -0.825
H 3.946 1.764 -1.031
H 3.277 3.309 -0.469
H 5.326 1.826 2.928
H 5.262 3.221 1.848
H 5.888 1.682 1.253
*
```

Properties
Frontier orbital gap (alpha / beta) ... 7.33 / 7.30 eV
⟨S²⟩ ... 0.753
HOMO (alpha / beta) ... -0.1830 / -0.1830 Ha
Lowest unoccupied orbital energy (alpha / beta) ... 0.08630 / 0.08521 hartree
Energy relative to the best compared isomer or geometry (same formula, charge and spin) ... 24.9 kJ/mol